1.
The following is a DFT calculation (ωB97M-V/def2-TZVPD) of a structure of composition C23H20ClF5N3ORhSe.

E_LUMO (spin up / spin down): -1.53 / -1.54 eV
relative energy (zero: lowest compared OMol25 entry of this formula, charge and spin): 3.082 eV
E_HOMO (spin up / spin down): -7.6 / -7.6 eV

Structure (XYZ):
```
55
C23H20ClF5N3ORhSe | OMol25 | ωB97M-V/def2-TZVPD
Rh -0.36 0.53 -0.09
N 0.06 -0.39 6.23
C -0.06 -0.21 4.89
C 0.19 1.02 4.29
C 0.08 1.14 2.92
N -0.25 0.12 2.13
C -0.50 -1.07 2.70
C -0.42 -1.28 4.05
H 0.17 0.41 6.83
H -0.27 -1.24 6.65
H 0.47 1.87 4.90
H 0.26 2.09 2.43
H -0.79 -1.88 2.03
H -0.63 -2.25 4.48
C 4.71 -0.23 0.66
N 4.32 0.89 -0.17
C 5.39 1.57 -0.87
C 3.02 1.19 -0.34
C 2.67 2.27 -1.33
O 2.15 0.60 0.31
H 5.41 -0.86 0.11
H 3.82 -0.81 0.89
H 5.16 0.12 1.59
H 6.32 1.42 -0.32
H 5.20 2.64 -0.94
H 5.51 1.17 -1.88
H 3.13 2.10 -2.30
H 2.98 3.24 -0.96
H 1.58 2.28 -1.43
C -0.69 2.50 -0.40
C -0.61 3.71 -0.23
C -0.59 5.11 -0.08
C 0.61 5.77 0.22
C 0.63 7.15 0.34
C -0.54 7.87 0.16
C -1.73 7.22 -0.13
C -1.76 5.85 -0.25
H 1.51 5.19 0.34
H 1.55 7.66 0.56
H -0.53 8.95 0.26
H -2.64 7.79 -0.26
H -2.68 5.33 -0.49
Cl 0.03 -1.10 -1.63
F -8.35 0.58 0.25
C -7.06 0.19 0.21
C -6.74 -1.16 0.19
F -7.72 -2.08 0.25
C -5.42 -1.56 0.12
F -5.12 -2.87 0.11
C -4.37 -0.63 0.08
Se -2.59 -1.18 -0.15
C -4.72 0.72 0.14
F -3.74 1.63 0.14
C -6.04 1.14 0.20
F -6.34 2.44 0.27
```

2.
The following is a DFT calculation (ωB97M-V/def2-TZVPD) of an isolated molecule of C23H20F3N3O4S.

SMILES: CCOC(=O)CSC1=C(C#N)[C@@H](c2ccco2)C(C(=O)Nc2cccc(C(F)(F)F)c2)=C(C)N1
E_LUMO: 0.12 eV
E_HOMO: -8.4 eV

Structure (XYZ):
```
54
C23H20F3N3O4S | OMol25 | ωB97M-V/def2-TZVPD
C -4.78 -0.84 -2.00
C -5.82 0.26 -1.93
H -5.64 1.02 -2.69
H -6.83 -0.14 -2.05
O -5.82 0.88 -0.64
C -4.89 1.77 -0.40
O -4.10 2.20 -1.21
C -4.87 2.19 1.06
H -5.88 2.26 1.46
H -4.33 3.13 1.20
S -4.10 0.86 2.05
C -2.44 0.72 1.43
C -1.65 -0.25 1.93
C -2.09 -1.15 2.91
N -2.41 -1.91 3.71
C -0.27 -0.50 1.34
C -0.41 -1.61 0.32
C 0.03 -2.90 0.32
C -0.44 -3.48 -0.89
C -1.13 -2.49 -1.52
O -1.12 -1.36 -0.80
H -1.65 -2.47 -2.46
H -0.28 -4.48 -1.22
H 0.60 -3.39 1.09
C 0.26 0.77 0.68
C -0.60 1.72 0.27
N -1.95 1.63 0.55
H -2.56 2.25 0.04
C -0.25 2.95 -0.50
H 0.74 2.87 -0.94
H -0.23 3.81 0.17
H -0.99 3.13 -1.28
C 1.71 0.90 0.48
O 2.28 1.96 0.34
N 2.38 -0.31 0.46
C 3.74 -0.54 0.31
C 4.69 0.47 0.34
C 6.03 0.14 0.20
C 6.45 -1.17 0.03
C 5.49 -2.17 0.01
C 4.16 -1.87 0.14
H 3.42 -2.66 0.12
H 5.80 -3.20 -0.12
H 7.50 -1.40 -0.08
C 7.04 1.26 0.21
F 8.29 0.84 0.44
F 6.78 2.19 1.13
F 7.08 1.91 -0.98
H 4.39 1.50 0.46
H 1.81 -1.15 0.44
H 0.40 -0.84 2.13
H -4.85 -1.35 -2.96
H -4.93 -1.56 -1.21
H -3.78 -0.42 -1.90
```

3.
The following is a DFT calculation (ωB97M-V/def2-TZVPD) of a structure of composition C23H20IKN3O3.

total charge: -1
E_LUMO: 2.05 eV
relative energy (zero: lowest compared OMol25 entry of this formula, charge and spin): 0.224 eV
E_HOMO: -5.3 eV

Structure (XYZ):
```
51
C23H20IKN3O3 | OMol25 | ωB97M-V/def2-TZVPD
K -0.90 -0.81 -0.81
O 3.45 -2.30 5.16
C 3.89 -2.26 4.00
O 5.01 -2.54 3.56
C 2.88 -1.75 2.94
C 1.59 -1.39 3.30
C 0.72 -0.92 2.33
N 1.07 -0.79 1.04
C 2.30 -1.15 0.69
C 3.23 -1.62 1.61
C 2.66 -1.01 -0.76
C 3.58 -1.89 -1.33
C 3.91 -1.74 -2.67
C 3.31 -0.72 -3.39
C 2.39 0.09 -2.74
N 2.06 -0.05 -1.46
C -0.68 -0.54 2.70
C -0.98 -0.09 3.99
C -2.28 0.22 4.31
C -3.27 0.06 3.35
C -2.89 -0.38 2.09
N -1.64 -0.67 1.77
H 1.31 -1.52 4.34
H 4.25 -1.89 1.34
H 4.01 -2.67 -0.73
H 4.62 -2.41 -3.13
H 3.53 -0.55 -4.43
H 1.89 0.89 -3.28
H -0.18 0.03 4.71
H -2.53 0.57 5.31
H -4.31 0.28 3.56
H -3.63 -0.50 1.31
C -3.52 2.19 -0.35
C -2.57 2.59 0.57
C -1.33 3.02 0.15
C -1.04 3.07 -1.21
C -2.00 2.67 -2.14
C -3.24 2.22 -1.71
H -4.48 1.82 -0.02
H -2.79 2.53 1.63
H -0.57 3.30 0.87
H -0.06 3.39 -1.54
H -1.77 2.68 -3.19
H -3.95 1.86 -2.43
O -2.42 -1.39 -2.41
H -3.24 -1.64 -2.85
H -1.50 -0.36 -3.95
I -2.32 1.19 -5.95
C -0.91 0.22 -4.66
H -0.34 1.02 -4.19
H -0.28 -0.39 -5.30
```

4.
The following is a DFT calculation (ωB97M-V/def2-TZVPD) of an isolated molecule of C23H20N2O6.

SMILES: COc1ccc(OCC(=O)Nc2ccccc2C(=O)Nc2ccc(C(=O)O)cc2)cc1
E_LUMO: -0.10 eV
relative energy (zero: lowest compared OMol25 entry of this formula, charge and spin): 0.064 eV
E_HOMO: -8.0 eV

Structure (XYZ):
```
51
C23H20N2O6 | OMol25 | ωB97M-V/def2-TZVPD
C 1.84 1.00 4.31
H 2.82 0.94 4.77
O 1.52 -0.32 3.94
C 0.33 -0.55 3.30
C -0.62 0.42 3.03
C -1.79 0.08 2.37
C -2.02 -1.23 1.96
C -1.07 -2.21 2.24
C 0.09 -1.86 2.91
H 0.84 -2.61 3.13
H -1.21 -3.23 1.93
O -3.19 -1.44 1.27
C -3.54 -2.74 0.88
C -2.82 -3.30 -0.36
O -3.09 -4.40 -0.77
N -1.91 -2.44 -0.90
C -1.09 -2.62 -2.00
C -1.23 -3.72 -2.84
C -0.39 -3.89 -3.92
C 0.61 -2.97 -4.19
C 0.74 -1.86 -3.38
C -0.11 -1.64 -2.29
C 0.05 -0.45 -1.42
O -0.32 -0.43 -0.26
N 0.64 0.63 -2.01
C 0.99 1.85 -1.44
C 1.51 2.83 -2.28
C 1.89 4.06 -1.78
C 1.76 4.32 -0.42
C 1.24 3.34 0.42
C 0.86 2.11 -0.07
H 0.45 1.36 0.58
H 1.14 3.57 1.47
C 2.16 5.62 0.17
O 2.09 5.89 1.34
O 2.63 6.50 -0.74
H 2.87 7.32 -0.29
H 2.29 4.82 -2.44
H 1.61 2.63 -3.34
H 0.82 0.57 -3.01
H 1.55 -1.17 -3.58
H 1.28 -3.11 -5.02
H -0.51 -4.76 -4.55
H -1.99 -4.45 -2.61
H -1.71 -1.59 -0.36
H -4.60 -2.69 0.62
H -3.43 -3.46 1.69
H -2.53 0.82 2.15
H -0.48 1.45 3.32
H 1.89 1.66 3.44
H 1.12 1.40 5.03
```

5.
The following is a DFT calculation (ωB97M-V/def2-TZVPD) of a structure of composition C23H21AsN2O4W.

total charge: +2
E_LUMO (spin up / spin down): -7.55 / -7.55 eV
E_HOMO (spin up / spin down): -14.7 / -14.7 eV

Structure (XYZ):
```
52
C23H21AsN2O4W | OMol25 | ωB97M-V/def2-TZVPD
W 0.79 -0.88 0.68
O -3.05 0.11 1.32
C -1.93 -0.22 1.51
O -1.12 -0.82 0.58
C -1.14 0.00 2.77
C -1.58 0.52 3.97
C -0.65 0.72 4.99
C 0.69 0.43 4.77
C 1.05 -0.08 3.54
N 0.14 -0.30 2.60
C 2.43 -0.38 3.05
O 3.46 -0.31 3.61
O 2.33 -0.77 1.69
H -2.63 0.77 4.09
H -0.97 1.12 5.94
H 1.45 0.60 5.53
N 0.67 1.20 0.19
C 0.70 2.31 -0.15
C 0.73 3.66 -0.55
C 1.64 4.05 -1.54
C 1.66 5.38 -1.93
C 0.78 6.29 -1.35
C -0.12 5.89 -0.37
C -0.16 4.58 0.04
H 2.31 3.33 -1.98
H 2.36 5.70 -2.69
H 0.81 7.32 -1.67
H -0.80 6.61 0.06
H -0.86 4.25 0.80
C -1.29 -4.28 0.86
As 0.37 -3.41 0.43
C 1.77 -4.75 0.44
C 0.25 -2.91 -1.49
C 1.65 -2.68 -1.94
C 2.41 -1.63 -1.42
C 3.76 -1.46 -1.72
C 4.37 -2.36 -2.57
C 3.64 -3.41 -3.12
C 2.30 -3.57 -2.80
H -1.44 -5.13 0.19
H -2.11 -3.57 0.74
H -1.27 -4.64 1.89
H 1.56 -5.48 -0.34
H 1.78 -5.24 1.41
H 2.73 -4.27 0.26
H -0.38 -2.01 -1.60
H -0.28 -3.69 -2.04
H 2.00 -0.71 -0.91
H 4.31 -0.63 -1.30
H 5.42 -2.24 -2.82
H 4.11 -4.10 -3.79
H 1.74 -4.40 -3.22
```

6.
The following is a DFT calculation (ωB97M-V/def2-TZVPD) of a structure of composition C23H21AuN5OSe4.

total charge: -1
E_LUMO (spin up / spin down): 1.36 / 1.27 eV
relative energy (zero: lowest compared OMol25 entry of this formula, charge and spin): 5.188 eV
E_HOMO (spin up / spin down): -3.6 / -3.6 eV

Structure (XYZ):
```
55
C23H21AuN5OSe4 | OMol25 | ωB97M-V/def2-TZVPD
Au 3.03 2.44 -3.25
Se 2.29 4.89 -2.99
Se 4.37 5.65 -2.30
Se 5.10 4.06 -0.74
Se 5.29 2.06 -1.93
C 1.29 -2.51 -0.37
N 1.18 -2.01 -1.72
N 1.44 -0.68 -2.02
C 1.73 -0.56 -3.38
O 1.93 0.48 -4.00
C 1.70 -1.91 -3.88
C 1.40 -2.74 -2.85
C 1.28 -4.22 -2.84
C 0.95 0.31 -1.09
C 1.81 2.16 -0.30
C 1.06 3.21 0.45
C -0.26 3.15 0.70
C -1.16 2.03 0.31
C -0.55 0.17 -0.75
H 1.03 -1.73 0.34
H 2.30 -2.86 -0.15
H 0.59 -3.34 -0.25
H 1.90 -2.17 -4.91
H 1.55 -4.61 -3.82
H 0.26 -4.53 -2.61
H 1.95 -4.67 -2.10
H 2.84 2.46 -0.46
H 1.63 4.06 0.78
H -0.72 3.98 1.24
H -2.18 2.22 0.64
H -1.02 -0.74 -1.10
N -1.33 -0.78 2.73
C -2.48 -1.16 3.38
C -2.72 -1.83 4.57
C -4.04 -2.02 4.93
C -5.09 -1.57 4.12
C -4.85 -0.91 2.92
C -3.53 -0.69 2.55
N -3.00 -0.04 1.46
C -1.70 -0.10 1.60
C -0.65 0.54 0.75
C 0.73 0.41 1.31
C 1.69 0.65 0.22
N 1.11 1.69 -1.57
C -0.07 2.23 -1.89
C -1.15 1.52 -1.20
H -0.38 -0.91 3.01
H -1.91 -2.19 5.19
H -4.28 -2.53 5.86
H -6.11 -1.73 4.44
H -5.66 -0.57 2.30
H 0.94 0.91 2.25
H 2.69 0.23 0.34
H -0.10 3.26 -2.21
H -2.13 1.52 -1.67
```

7.
The following is a DFT calculation (ωB97M-V/def2-TZVPD) of a structure of composition C23H21Br2NO4PPtSSe.

total charge: +1
E_LUMO: -2.96 eV
relative energy (zero: lowest compared OMol25 entry of this formula, charge and spin): 1.166 eV
E_HOMO: -10.8 eV

Structure (XYZ):
```
55
C23H21Br2NO4PPtSSe | OMol25 | ωB97M-V/def2-TZVPD
Pt -0.32 0.22 -0.78
S 1.85 3.97 0.10
C 2.72 2.71 0.85
C 2.13 1.49 0.69
C 0.94 1.55 -0.09
C 0.68 2.85 -0.46
C -0.52 3.07 -1.23
C -1.04 4.26 -1.71
C -2.22 4.25 -2.42
C -2.88 3.04 -2.63
C -2.32 1.88 -2.14
N -1.17 1.90 -1.46
H 3.62 2.93 1.39
H 2.55 0.58 1.11
H -0.51 5.18 -1.52
H -2.64 5.17 -2.80
H -3.81 2.99 -3.18
H -2.77 0.91 -2.29
Br -0.34 0.58 3.35
C -1.87 -0.30 2.54
Br -1.32 -1.67 1.26
H -2.45 0.44 2.00
H -2.43 -0.82 3.30
C 2.42 -4.03 -1.82
P 2.15 -2.66 -0.71
C 1.90 -3.23 0.95
C 2.12 -2.37 2.02
C 1.82 -2.77 3.31
C 1.29 -4.04 3.52
C 1.07 -4.90 2.46
C 1.36 -4.50 1.17
C 3.51 -1.52 -0.83
C 4.67 -1.71 -0.08
C 5.73 -0.84 -0.23
C 5.64 0.21 -1.14
C 4.49 0.40 -1.89
C 3.42 -0.47 -1.74
H 3.33 -4.54 -1.49
H 2.56 -3.65 -2.83
H 1.58 -4.73 -1.81
H 2.52 -1.37 1.86
H 1.98 -2.10 4.14
H 1.06 -4.36 4.53
H 0.65 -5.88 2.63
H 1.16 -5.16 0.34
H 4.74 -2.53 0.63
H 6.63 -0.98 0.35
H 6.48 0.89 -1.26
H 4.43 1.22 -2.59
H 2.52 -0.31 -2.32
O -1.48 -1.23 -2.05
Se -0.59 -2.59 -2.13
O -0.95 -3.75 -1.10
O 0.90 -1.81 -1.24
O -0.03 -2.99 -3.56
```

8.
The following is a DFT calculation (ωB97M-V/def2-TZVPD) of an isolated molecule of C23H21Cl2N3O3.

SMILES: O=C(Cc1ccc(Cl)cc1)Nc1ccc(N2CCN(C(=O)c3ccco3)CC2)c(Cl)c1
E_LUMO: 0.66 eV
E_HOMO: -7.6 eV

Structure (XYZ):
```
52
C23H21Cl2N3O3 | OMol25 | ωB97M-V/def2-TZVPD
O 2.14 -3.17 -0.56
C 2.52 -2.27 0.16
N 1.90 -1.08 0.33
C 0.73 -0.61 -0.26
C 0.31 0.69 0.03
C -0.85 1.20 -0.51
C -1.66 0.44 -1.36
C -1.19 -0.84 -1.68
C -0.04 -1.37 -1.14
H 0.28 -2.36 -1.40
Cl -2.02 -1.82 -2.85
N -2.84 0.93 -1.92
C -3.08 2.35 -1.97
H -2.14 2.87 -2.17
C -3.73 2.88 -0.67
N -4.32 1.77 0.05
C -3.76 1.39 1.23
O -2.91 2.05 1.79
C -4.30 0.15 1.84
C -5.57 -0.22 2.20
C -5.45 -1.45 2.87
C -4.12 -1.74 2.88
O -3.42 -0.77 2.27
H -3.57 -2.57 3.27
H -6.24 -2.04 3.29
H -6.48 0.33 2.02
C -5.05 0.89 -0.84
H -5.75 1.52 -1.41
C -4.06 0.17 -1.78
H -3.83 -0.81 -1.36
H -4.52 0.03 -2.76
H -5.63 0.17 -0.27
H -4.52 3.61 -0.91
H -3.01 3.36 0.00
H -3.75 2.52 -2.82
H -1.14 2.19 -0.23
H 0.90 1.31 0.69
H 2.35 -0.42 0.95
C 3.79 -2.39 1.02
C 4.70 -1.21 0.79
C 4.80 -0.19 1.73
C 5.60 0.91 1.50
C 6.31 1.00 0.31
C 6.22 0.00 -0.64
C 5.41 -1.10 -0.39
H 5.34 -1.88 -1.13
H 6.77 0.08 -1.56
Cl 7.32 2.37 0.02
H 5.69 1.70 2.24
H 4.26 -0.26 2.67
H 3.50 -2.45 2.06
H 4.29 -3.31 0.73
```

How do the records compare in F_max? In the order shown, they have 2.132; 1.104; 0.816; 0.633; 0.475; 1.197; 0.821; 0.964 eV Å⁻¹.